1.
{"formula": "C2H4N4O2", "method": "wB97M-V/def2-TZVPD", "homo_ev": -8.88, "spin_multiplicity": 1, "relative_energy_kcal_mol": 278.5, "total_energy_ev": -12181.4088, "lumo_ev": -0.9, "homo_lumo_gap_ha": 0.2937, "species": ["C", "C", "H", "H", "H", "H", "N", "N", "N", "N", "O", "O"], "xyz": [[-0.061, -0.617, 0.163], [-2.297, -0.652, -0.095], [3.361, -0.877, -0.987], [2.623, 0.519, 1.090], [-3.376, -1.026, -0.002], [0.750, 2.222, -0.307], [2.150, -0.046, -0.392], [1.141, -1.038, 0.348], [-2.065, 0.476, -0.335], [-0.681, 0.645, -0.181], [-1.132, -1.492, 0.252], [-0.413, 1.887, 0.445]], "lowdin_charge": [-0.41, -0.16, 0.20, 0.20, 0.17, 0.31, -0.14, -0.06, 0.11, -0.17, 0.04, -0.10]}

***

2.
{"formula": "C3H6MgO4PrS", "method": "wB97M-V/def2-TZVPD", "homo_ev": [-11.93, -11.94], "spin_multiplicity": 3, "total_energy_ev": -41740.4791, "charge": 1, "lumo_ev": [-4.6, -4.5], "homo_lumo_gap_ha": [0.2711, 0.2737], "species": ["Mg", "S", "O", "O", "O", "C", "C", "O", "C", "Pr", "H", "H", "H", "H", "H", "H"], "xyz": [[0.022, -1.697, -0.601], [-1.266, -2.651, 1.891], [-0.374, -1.435, 2.559], [-0.439, -3.161, 0.583], [-1.391, -0.296, -0.639], [-0.945, 0.859, -1.284], [0.219, 1.600, -0.606], [0.744, 0.895, 0.513], [1.534, -0.319, 0.127], [-0.906, 0.224, 1.950], [-1.801, 1.561, -1.278], [-0.623, 0.614, -2.315], [-0.145, 2.549, -0.183], [1.035, 1.787, -1.320], [1.978, -0.607, 1.096], [2.356, 0.075, -0.492]], "lowdin_charge": [0.86, 0.92, -0.78, -0.67, -0.38, -0.31, -0.19, -0.46, -0.14, 1.48, 0.13, 0.13, 0.14, 0.14, 0.07, 0.07]}

***

3.
{"formula": "C3H7NOS2", "method": "wB97M-V/def2-TZVPD", "homo_ev": [-8.34, -8.34], "spin_multiplicity": 1, "relative_energy_kcal_mol": 179.5, "total_energy_ev": -28425.4596, "lumo_ev": [-1.7, -1.7], "homo_lumo_gap_ha": [0.2445, 0.2445], "species": ["C", "C", "C", "N", "O", "S", "S", "H", "H", "H", "H", "H", "H", "H"], "xyz": [[0.224, -0.088, 0.160], [2.041, -1.225, 1.244], [-1.480, 1.348, -1.488], [-2.341, -0.323, 0.382], [0.754, -0.650, 1.215], [2.001, 0.522, -1.413], [-1.312, 0.868, 0.238], [2.551, -0.958, 0.303], [2.027, -2.310, 1.241], [2.638, -0.994, 2.219], [-0.551, 1.896, -1.720], [-2.381, 1.946, -1.586], [-1.490, 0.550, -2.179], [-2.681, -0.581, 1.385]], "lowdin_charge": [-0.39, -0.11, -0.28, -0.41, -0.15, 0.14, 0.85, -0.03, 0.09, 0.14, 0.02, 0.06, 0.05, 0.03]}

***

4.
{"formula": "C36H47NPS4Si2Tb", "method": "wB97M-V/def2-TZVPD", "homo_ev": [-2.69, -6.30], "spin_multiplicity": 7, "relative_energy_kcal_mol": 94.9, "total_energy_ev": -130396.2676, "lumo_ev": [0.3, 0.2], "homo_lumo_gap_ha": [0.1101, 0.2391], "species": ["Tb", "C", "C", "S", "C", "C", "S", "C", "C", "S", "C", "C", "S", "H", "H", "H", "H", "H", "H", "H", "H", "H", "H", "H", "H", "H", "H", "H", "H", "C", "Si", "C", "C", "C", "C", "C", "C", "C", "Si", "C", "C", "H", "H", "H", "H", "H", "H", "H", "H", "H", "H", "H", "H", "H", "H", "H", "H", "N", "P", "C", "C", "C", "C", "C", "C", "C", "C", "C", "C", "C", "C", "C", "C", "C", "C", "C", "C", "H", "H", "H", "H", "H", "H", "H", "H", "H", "H", "H", "H", "H", "H", "H"], "xyz": [[-0.039, -0.794, -0.334], [-1.968, -4.144, -0.930], [-0.930, -4.245, -2.018], [0.528, -3.080, -1.880], [1.976, -4.314, -2.013], [2.389, -4.981, -0.714], [3.450, -3.898, 0.279], [2.945, -4.169, 2.001], [1.650, -3.448, 2.417], [0.459, -3.332, 1.099], [-1.059, -3.138, 2.137], [-2.312, -2.722, 1.364], [-2.257, -2.417, -0.460], [-1.690, -4.742, -0.056], [-2.968, -4.446, -1.316], [-1.278, -4.033, -3.036], [-0.491, -5.233, -2.035], [2.834, -3.771, -2.506], [1.561, -5.047, -2.694], [3.026, -5.837, -0.988], [1.494, -5.314, -0.169], [3.790, -3.724, 2.520], [2.890, -5.217, 2.259], [1.853, -2.481, 2.841], [1.153, -4.016, 3.226], [-0.759, -2.338, 2.810], [-1.154, -4.105, 2.589], [-2.752, -1.823, 1.831], [-3.125, -3.471, 1.451], [-0.482, 2.501, -1.524], [-1.775, 1.460, -2.413], [-3.308, 0.776, -1.563], [-1.773, 2.196, -4.212], [-2.402, 3.201, -4.911], [-2.129, 3.494, -6.284], [-1.294, 2.611, -6.950], [-0.716, 1.523, -6.260], [-0.855, 1.320, -4.888], [-0.416, -0.025, -3.564], [-1.596, -1.433, -3.887], [1.421, 0.108, -3.195], [-0.217, 3.332, -2.172], [0.479, 2.032, -1.259], [-0.974, 2.904, -0.600], [-4.119, 1.472, -1.851], [-3.204, 0.893, -0.494], [-3.597, -0.222, -1.894], [-3.157, 3.795, -4.350], [-2.670, 4.333, -6.758], [-1.072, 2.729, -7.984], [-0.077, 0.803, -6.756], [-2.191, -1.164, -4.753], [-2.258, -1.739, -3.087], [-0.978, -2.306, -4.117], [1.945, 0.044, -4.155], [1.812, -0.679, -2.543], [1.758, 1.095, -2.810], [-0.696, 0.635, 1.240], [0.004, 1.681, 2.135], [1.548, 1.983, 1.219], [2.094, 3.237, 0.946], [3.051, 3.345, -0.064], [3.518, 2.212, -0.756], [3.158, 0.914, -0.296], [2.151, 0.801, 0.652], [0.444, 0.882, 3.672], [1.814, 0.936, 3.988], [2.270, 0.290, 5.105], [1.356, -0.491, 5.836], [-0.003, -0.502, 5.550], [-0.481, 0.238, 4.475], [-0.772, 3.209, 2.689], [-0.002, 3.962, 3.523], [-0.623, 4.986, 4.251], [-1.967, 5.245, 4.070], [-2.711, 4.572, 3.084], [-2.137, 3.476, 2.446], [1.793, 4.116, 1.553], [3.463, 4.336, -0.350], [4.243, 2.341, -1.576], [3.673, 0.026, -0.634], [1.968, -0.160, 1.136], [2.464, 1.464, 3.327], [3.350, 0.304, 5.376], [1.703, -1.110, 6.673], [-0.682, -1.057, 6.206], [-1.520, 0.285, 4.213], [1.037, 3.699, 3.701], [0.028, 5.561, 4.887], [-2.470, 6.008, 4.714], [-3.756, 4.902, 2.852], [-2.681, 2.899, 1.713]], "lowdin_charge": [0.76, -0.50, -0.47, 0.68, -0.46, -0.59, 0.84, -0.52, -0.53, 0.72, -0.46, -0.50, 0.72, 0.07, 0.09, 0.06, 0.07, 0.09, 0.06, 0.07, 0.05, 0.06, 0.07, 0.06, 0.08, 0.06, 0.06, 0.07, 0.08, -0.22, 0.57, -0.21, -0.29, -0.11, -0.08, -0.10, -0.10, -0.28, 0.51, -0.24, -0.24, 0.04, -0.01, 0.03, 0.03, 0.01, 0.00, 0.10, 0.10, 0.08, 0.09, 0.04, -0.02, 0.00, 0.04, -0.03, 0.04, -0.43, 0.68, -0.31, -0.09, -0.09, -0.09, -0.10, -0.21, -0.29, -0.10, -0.08, -0.10, -0.09, -0.08, -0.30, -0.11, -0.08, -0.09, -0.08, -0.06, 0.11, 0.11, 0.10, 0.10, 0.06, 0.09, 0.11, 0.10, 0.11, 0.10, 0.11, 0.10, 0.11, 0.12, 0.09]}

***

5.
{"formula": "C3H6N2O3", "method": "wB97M-V/def2-TZVPD", "homo_ev": -9.96, "spin_multiplicity": 1, "smiles": "C=N[C@H](O)OC(N)=O", "relative_energy_kcal_mol": 59.6, "total_energy_ev": -12329.6449, "lumo_ev": 0.7, "homo_lumo_gap_ha": 0.3916, "species": ["C", "N", "C", "O", "O", "C", "N", "O", "H", "H", "H", "H", "H", "H"], "xyz": [[1.867, 0.885, 0.203], [0.832, 0.295, -0.180], [0.565, -1.164, -0.115], [0.616, -1.705, -1.381], [-0.703, -1.103, 0.433], [-1.210, 0.282, -0.157], [-1.824, 0.963, 0.860], [-1.517, 0.351, -1.321], [2.757, 0.340, 0.524], [1.932, 1.962, 0.097], [1.275, -1.697, 0.532], [-0.101, -1.298, -1.899], [-1.756, 0.556, 1.779], [-2.732, 1.333, 0.625]], "lowdin_charge": [0.04, 0.05, -0.47, 0.05, -0.01, -0.54, 0.17, 0.07, 0.09, 0.08, 0.16, 0.10, 0.10, 0.11]}

***

6.
{"formula": "C6H10O", "method": "wB97M-V/def2-TZVPD", "homo_ev": -7.42, "spin_multiplicity": 1, "relative_energy_kcal_mol": 83.0, "total_energy_ev": -8427.6391, "lumo_ev": 0.9, "homo_lumo_gap_ha": 0.3065, "species": ["C", "C", "O", "C", "C", "C", "C", "H", "H", "H", "H", "H", "H", "H", "H", "H", "H"], "xyz": [[1.496, -0.819, 0.102], [0.095, -0.859, 0.735], [-0.020, -0.168, 1.970], [-0.680, 0.960, 1.535], [-0.248, 1.436, 0.208], [-0.671, 0.050, -0.140], [-0.982, -0.387, -1.546], [1.679, -1.745, -0.439], [1.633, 0.011, -0.616], [2.208, -0.667, 0.902], [-0.287, -1.885, 0.867], [-0.862, 1.631, 2.384], [-0.968, 2.142, -0.215], [0.786, 1.793, 0.030], [-0.233, -0.015, -2.269], [-0.996, -1.480, -1.652], [-1.950, 0.002, -1.855]], "lowdin_charge": [-0.03, -0.35, -0.05, -0.09, -0.17, -0.29, -0.04, 0.08, 0.08, 0.08, 0.16, 0.13, 0.12, 0.11, 0.09, 0.08, 0.08]}